(1)
Density functional theory data (the ωB97M-V functional and the def2-TZVPD basis) for a structure of composition C14H29N5OS5W in a non-equilibrium geometry.

```
55
Properties=species:S:1:pos:R:3:nbo_charge:R:1
W -0.662 0.493 0.840 1.393
C 0.703 0.075 -4.961 -0.549
C -0.239 -1.117 -4.756 -0.540
S -1.261 -1.144 -3.263 0.256
C -1.922 0.549 -3.131 -0.581
C -1.136 1.459 -2.156 -0.511
S 0.353 0.613 -1.426 0.487
C 1.656 1.893 -1.704 -0.518
C 2.029 1.856 -3.181 -0.570
S 2.085 0.139 -3.792 0.343
H 0.181 1.031 -4.946 0.222
H 1.153 -0.046 -5.950 0.286
H 0.305 -2.063 -4.712 0.269
H -0.910 -1.166 -5.616 0.271
H -2.955 0.433 -2.812 0.260
H -1.949 0.988 -4.127 0.276
H -1.757 1.797 -1.316 0.217
H -0.779 2.356 -2.660 0.274
H 2.496 1.578 -1.084 0.255
H 1.315 2.884 -1.403 0.241
H 3.036 2.260 -3.315 0.296
H 1.350 2.433 -3.807 0.250
C -4.040 0.924 1.258 -0.374
N -4.177 -0.476 0.887 -0.553
C -3.246 -1.158 0.235 0.801
N -3.449 -2.409 -0.137 -0.729
O -2.107 -0.601 -0.066 -0.736
H -4.533 1.106 2.210 0.274
H -4.476 1.583 0.506 0.253
H -2.972 1.169 1.365 0.119
H -5.064 -0.915 1.092 0.455
H -4.327 -2.891 -0.004 0.453
H -2.730 -2.905 -0.641 0.446
C 3.878 -1.479 3.465 -0.436
N 2.540 -1.165 2.929 -0.519
C 1.579 -1.974 2.539 0.432
S -0.061 -1.273 2.279 -0.013
N 1.621 -3.276 2.416 -0.498
C 2.707 -4.216 2.747 -0.439
H 4.471 -0.570 3.423 0.254
H 4.379 -2.245 2.886 0.243
H 3.812 -1.793 4.507 0.250
H 2.270 -0.203 3.030 0.419
H 0.766 -3.708 2.098 0.440
H 3.107 -4.021 3.737 0.245
H 3.502 -4.171 2.005 0.243
H 2.289 -5.218 2.742 0.269
S 1.124 4.307 2.751 0.761
C -0.114 3.582 3.693 -0.374
C -0.585 2.475 3.083 -0.063
N 0.020 2.194 1.858 -0.641
C 0.951 3.115 1.583 -0.137
H -0.426 4.004 4.638 0.319
H -1.355 1.825 3.475 0.250
H 1.553 3.079 0.689 0.258
```

For the HOMO-LUMO gap (alpha / beta), the calculation gives 4.95 / 4.32 eV. Its charge is +4. As for the relative energy (zero: lowest compared OMol25 entry of this formula, charge and spin): 89.10 kcal/mol. As for the multiplicity: 3. As for the molar mass: 627.60 u.

(2)
Density functional theory data (the ωB97M-V functional and the def2-TZVPD basis) for an isolated molecule of C14H29NO3.

```
47
Properties=species:S:1:pos:R:3:nbo_charge:R:1
C -0.258 -2.569 -1.721 -0.282
O -1.504 -2.457 -1.037 -0.505
C -1.461 -2.035 0.226 0.807
O -0.442 -1.766 0.810 -0.624
C -2.848 -1.932 0.822 -0.498
C -3.144 -0.475 1.193 -0.386
C -3.294 0.398 -0.052 -0.401
C -3.349 1.893 0.274 -0.390
C -1.986 2.479 0.647 -0.398
C -1.068 2.657 -0.563 -0.400
C 0.393 2.863 -0.147 -0.406
C 1.082 1.563 0.284 -0.435
C 1.864 0.871 -0.837 0.105
O 1.042 0.475 -1.923 -0.735
C 2.518 -0.405 -0.294 -0.242
N 3.465 -0.119 0.768 -0.442
C 4.758 0.285 0.260 -0.411
C 3.594 -1.231 1.688 -0.406
H 0.428 -3.197 -1.150 0.189
H -0.483 -3.025 -2.682 0.192
H 0.190 -1.582 -1.859 0.226
H -2.873 -2.549 1.722 0.234
H -3.575 -2.307 0.103 0.222
H -4.060 -0.430 1.785 0.204
H -2.323 -0.111 1.813 0.212
H -4.209 0.110 -0.575 0.204
H -2.460 0.202 -0.728 0.196
H -4.047 2.045 1.101 0.200
H -3.741 2.435 -0.590 0.200
H -1.501 1.830 1.376 0.198
H -2.131 3.451 1.125 0.203
H -1.410 3.516 -1.146 0.200
H -1.142 1.776 -1.203 0.190
H 0.952 3.312 -0.974 0.193
H 0.416 3.580 0.676 0.206
H 0.347 0.853 0.665 0.211
H 1.800 1.755 1.081 0.233
H 2.637 1.560 -1.213 0.148
H 0.618 1.266 -2.274 0.472
H 2.982 -0.949 -1.135 0.169
H 1.717 -1.025 0.111 0.230
H 5.257 -0.514 -0.314 0.161
H 4.643 1.153 -0.385 0.196
H 5.399 0.561 1.097 0.199
H 4.242 -0.934 2.513 0.195
H 4.021 -2.130 1.217 0.159
H 2.612 -1.477 2.087 0.210
```

For the HOMO-LUMO gap, the calculation gives 9.27 eV. As for the relative energy (zero: lowest compared OMol25 entry of this formula, charge and spin): 3.21 kcal/mol. As for the multiplicity: 1. As for the molar mass: 259.39 u.

(3)
Density functional theory data (the ωB97M-V functional and the def2-TZVPD basis) for a cluster of 5 separate species, C14H30Br8ClFN2OP in total.

```
58
Properties=species:S:1:pos:R:3:nbo_charge:R:1
O -1.645 -4.686 0.672 -1.041
P -0.124 -4.599 0.068 1.165
Cl -0.371 -5.241 -1.883 -0.303
C 0.425 -6.169 0.988 -0.192
C 1.215 -5.636 2.211 -0.474
C 0.348 -5.045 3.310 0.030
F -0.158 -6.114 4.060 -0.381
C 1.355 -7.071 0.158 -0.251
N 0.846 -8.441 -0.053 -0.614
C -0.571 -8.566 -0.422 -0.248
C -1.487 -7.633 0.370 -0.237
N -0.765 -6.942 1.480 -0.526
H -2.224 -4.077 0.177 0.526
H 1.891 -4.858 1.855 0.255
H 1.799 -6.449 2.644 0.246
H -0.518 -4.498 2.940 0.179
H 0.929 -4.425 3.985 0.207
H 1.621 -6.596 -0.790 0.208
H 2.286 -7.178 0.715 0.217
H 1.358 -8.792 -0.852 0.387
H -0.759 -8.423 -1.489 0.203
H -0.866 -9.590 -0.192 0.217
H -1.922 -6.869 -0.263 0.240
H -2.301 -8.208 0.807 0.236
H -1.438 -6.301 1.903 0.461
H -0.501 -7.604 2.214 0.450
Br -2.014 -2.067 -0.788 -0.074
C -1.916 -0.233 -1.463 -0.399
C -0.651 0.444 -1.018 -0.464
Br -0.721 0.949 0.855 -0.004
H -2.811 0.267 -1.110 0.245
H -1.949 -0.324 -2.546 0.242
H -0.519 1.374 -1.570 0.257
H 0.227 -0.181 -1.143 0.232
Br -1.908 6.553 1.301 -0.013
C -0.512 5.203 1.193 -0.449
C 0.253 5.296 -0.097 -0.454
Br -0.773 4.606 -1.601 -0.029
H -0.999 4.241 1.320 0.232
H 0.146 5.395 2.037 0.233
H 1.153 4.686 -0.056 0.227
H 0.515 6.316 -0.350 0.252
Br -0.056 9.322 -2.216 -0.012
C -1.859 9.247 -1.486 -0.450
C -2.648 8.099 -2.054 -0.453
Br -3.234 8.446 -3.875 -0.016
H -2.317 10.210 -1.687 0.232
H -1.732 9.118 -0.414 0.232
H -3.557 7.945 -1.477 0.229
H -2.075 7.178 -2.079 0.236
Br 2.293 8.487 0.297 0.003
C 3.745 7.197 0.206 -0.453
C 4.428 7.237 -1.133 -0.449
Br 3.330 6.393 -2.500 -0.012
H 3.316 6.222 0.415 0.218
H 4.436 7.465 1.002 0.233
H 5.357 6.672 -1.107 0.230
H 4.626 8.250 -1.468 0.237
```

For the HOMO-LUMO gap, the calculation gives 8.07 eV. Its charge is +1. As for the multiplicity: 1. As for the molar mass: 967.06 u.

(4)
Density functional theory data (the ωB97M-V functional and the def2-TZVPD basis) for a structure of composition C14H30CrNO3P2 in a non-equilibrium geometry.

```
51
Properties=species:S:1:pos:R:3:nbo_charge:R:1
Cr 0.124 0.123 0.258 1.298
P 1.042 2.194 -0.137 0.802
C 1.268 2.034 -2.009 -0.716
C 1.560 0.598 -2.426 0.255
N 1.135 -0.378 -1.580 -0.613
C 1.347 -1.675 -1.925 0.260
C 1.985 -2.037 -3.115 -0.232
C 2.410 -1.026 -3.981 -0.069
C 2.195 0.311 -3.637 -0.228
C 0.896 -2.725 -0.919 -0.720
P -0.491 -2.083 0.197 0.794
H 2.509 1.107 -4.297 0.259
H 2.151 -3.075 -3.362 0.258
H 2.902 -1.275 -4.910 0.258
H 0.571 -3.635 -1.425 0.274
H 1.752 -2.984 -0.296 0.270
H 0.365 2.334 -2.479 0.272
H 2.054 2.710 -2.346 0.273
H -4.052 1.101 -1.986 0.467
O -4.048 1.761 -2.788 -0.952
H -4.473 1.281 -3.551 0.488
H -4.646 -1.600 0.956 0.450
O -5.523 -1.375 0.504 -0.943
H -6.239 -1.726 1.113 0.495
C -2.005 -2.658 -0.762 -0.874
H -1.947 -3.727 -0.970 0.268
H -2.910 -2.466 -0.186 0.258
H -2.072 -2.123 -1.711 0.253
C -0.435 -3.327 1.609 -0.881
H -1.272 -3.159 2.288 0.267
H -0.497 -4.346 1.225 0.269
H 0.495 -3.222 2.167 0.255
C 2.806 2.523 0.428 -0.886
H 3.234 3.361 -0.121 0.268
H 2.819 2.760 1.492 0.264
H 3.423 1.641 0.257 0.250
C 0.233 3.888 -0.017 -0.878
H 0.130 4.182 1.027 0.265
H 0.833 4.635 -0.536 0.267
H -0.756 3.861 -0.476 0.265
C 0.238 2.014 3.518 -0.623
C 0.215 0.622 2.889 0.070
C -0.075 -0.425 3.962 -0.622
O -0.768 0.567 1.890 -0.687
H -0.749 2.255 3.967 0.252
H 0.475 2.776 2.755 0.192
H 1.018 2.068 4.307 0.240
H 1.208 0.410 2.439 0.161
H -1.069 -0.244 4.426 0.246
H -0.070 -1.435 3.521 0.198
H 0.705 -0.391 4.753 0.241
```

For the HOMO-LUMO gap (alpha / beta), the calculation gives 6.15 / 7.82 eV. Its charge is +2. As for the multiplicity: 4. As for the molar mass: 374.34 u.

(5)
Density functional theory data (the ωB97M-V functional and the def2-TZVPD basis) for a cluster of 5 separate species, C14H30N2O10S3 in total in a non-equilibrium geometry.

```
59
Properties=species:S:1:pos:R:3:nbo_charge:R:1
C 0.518 1.057 -1.395 -0.497
N 1.962 1.185 -1.036 0.537
O 2.750 1.237 -1.962 -0.369
O 2.247 1.251 0.143 -0.392
H 0.264 1.865 -2.078 0.233
H -0.084 1.345 -0.532 0.241
H 0.384 0.031 -1.711 0.249
C 1.853 -3.559 0.866 -0.488
N 0.660 -3.534 -0.023 0.544
O 0.510 -2.567 -0.750 -0.403
O -0.119 -4.449 0.087 -0.357
H 2.394 -4.465 0.597 0.247
H 1.554 -3.611 1.907 0.229
H 2.453 -2.676 0.684 0.232
O -1.248 0.745 2.143 -0.949
S -0.658 0.806 3.453 2.188
O -0.672 1.998 4.247 -0.943
C -1.255 -0.560 4.418 -0.680
C -0.424 -1.740 3.946 -0.412
C 1.014 -1.214 3.958 -0.401
C 1.014 0.162 3.327 -0.688
H -2.338 -0.646 4.368 0.260
H -1.008 -0.337 5.460 0.238
H -0.542 -2.597 4.606 0.230
H -0.714 -2.024 2.930 0.219
H 1.759 -1.844 3.476 0.218
H 1.341 -1.100 4.996 0.210
H 1.186 0.094 2.250 0.258
H 1.750 0.865 3.706 0.256
O -0.007 -6.483 -4.695 -0.937
S 0.397 -5.199 -4.197 2.198
O 1.340 -5.138 -3.109 -0.955
C 0.952 -4.149 -5.508 -0.701
C 0.634 -2.736 -5.058 -0.408
C -0.594 -2.759 -4.081 -0.422
C -1.018 -4.183 -3.830 -0.684
H 0.446 -4.343 -6.455 0.245
H 2.013 -4.292 -5.710 0.259
H 1.457 -2.285 -4.502 0.221
H 0.424 -2.030 -5.858 0.221
H -1.374 -2.084 -4.420 0.222
H -0.253 -2.404 -3.108 0.233
H -1.771 -4.571 -4.530 0.238
H -1.444 -4.463 -2.868 0.266
O -2.812 6.404 -0.260 -0.952
S -1.653 6.716 0.519 2.191
O -1.215 8.084 0.610 -0.940
C -1.864 5.956 2.117 -0.680
C -1.567 4.484 1.857 -0.427
C -0.520 4.319 0.732 -0.405
C -0.283 5.669 0.054 -0.676
H -2.875 6.149 2.462 0.257
H -1.158 6.364 2.842 0.237
H -1.250 3.902 2.720 0.250
H -2.510 4.021 1.552 0.222
H -0.873 3.606 -0.014 0.210
H 0.419 3.917 1.111 0.219
H -0.122 5.629 -1.016 0.253
H 0.532 6.184 0.568 0.236
```

For the HOMO-LUMO gap, the calculation gives 10.16 eV. As for the relative energy (zero: lowest compared OMol25 entry of this formula, charge and spin): 0.00 kcal/mol. As for the multiplicity: 1. As for the molar mass: 482.60 u.

The highest multiplicity belongs to which entry? C14H30CrNO3P2

What is the formula in the second record? C14H29NO3

Which formula does entry 3 have? C14H30Br8ClFN2OP